This record from the Open Molecules 2025 dataset describes a structure of composition CH6N3 at a distorted geometry. The level of theory is ωB97M-V/def2-TZVPD.

Element x y z (Å)
H  -1.82465  -0.09066  -0.38082
N  -0.15683  -1.32587  -0.51766
N  0.78368  -0.06064  0.50914
H  -1.00727  -0.00027  -1.87525
N  -1.21163  -0.61563  -1.04950
H  1.79300  1.30465  1.70569
H  -1.78465  -1.40858  -1.39766
C  1.80646  0.30840  1.29310
H  0.11616  0.70113  0.39575
H  2.59789  -0.38807  1.51993

2S+1: 1
Orbital gap: 9.42 eV
LUMO energy: -4.611 eV
Net charge: +1
E_tot: -5592.124 eV
HOMO energy: -14.035 eV
Relative energy (zero: lowest compared OMol25 entry of this formula, charge and spin): 658.1 kJ/mol

=====

This record from the Open Molecules 2025 dataset describes a cluster of 2 separate species, CH6N3O in total at a distorted geometry. The level of theory is ωB97M-V/def2-TZVPD.

Element x y z (Å)
N  -1.10882  -0.89983  0.45886
O  1.69520  -1.31953  -0.01307
H  -0.31288  1.27354  -0.89050
H  -1.39406  -1.79571  1.00081
H  0.53245  1.76385  0.58572
H  1.30636  0.32030  -0.45938
N  -0.13262  -0.12817  0.79736
H  -1.77165  -0.22792  -1.13220
C  0.42525  0.90733  -0.01059
H  1.38506  -1.84891  -0.76059
N  -1.89996  -1.03400  -0.58331

2S+1: 1
Orbital gap: 7.01 eV
LUMO energy: 4.661 eV
Net charge: -1
E_tot: -7647.667 eV
HOMO energy: -2.349 eV
Relative energy (zero: lowest compared OMol25 entry of this formula, charge and spin): 179.9 kJ/mol